[1]
Here is a structure of composition C38H50ClO4S3SiY from the OMol25 dataset. Energies are from ωB97M-V with the def2-TZVPD basis set.

HOMO level in Eh: -0.2792
Frontier orbital gap in eV: 7.5
LUMO level in Ha: -0.0040
F_max in hartree/bohr: 0.01760
Electronic energy in eV: -102349.920
Total charge: 0

Each line ends with the Löwdin charge.
Positions of all 98 atoms, in Å:
Y  0.98  -0.13  0.01  1.474
C  -1.67  -0.40  -5.06  -0.048
C  -1.67  -0.24  -3.53  -0.381
C  -1.13  1.12  -3.15  -0.082
C  -0.87  -1.35  -2.88  -0.225
C  0.51  -1.41  -3.09  -0.068
C  1.25  -2.51  -2.67  -0.050
C  0.63  -3.58  -2.02  -0.290
C  1.42  -4.78  -1.60  -0.044
C  -0.73  -3.48  -1.77  -0.042
C  -1.47  -2.39  -2.18  -0.030
H  -2.28  0.37  -5.52  0.080
H  -2.06  -1.37  -5.35  0.084
H  -0.66  -0.30  -5.46  0.078
H  -2.70  -0.32  -3.18  0.102
H  -0.12  1.27  -3.53  0.054
H  -1.14  1.25  -2.07  -0.002
H  -1.76  1.93  -3.55  0.094
H  1.00  -0.62  -3.63  0.088
H  2.32  -2.52  -2.84  0.118
H  1.47  -5.51  -2.42  0.087
H  0.95  -5.28  -0.75  0.081
H  2.44  -4.51  -1.32  0.074
H  -1.22  -4.29  -1.23  0.120
H  -2.54  -2.37  -2.01  0.093
C  -5.21  2.33  -1.28  -0.531
C  -5.69  0.98  -0.72  -0.534
S  -4.47  -0.36  -0.72  0.849
C  -3.82  -0.32  0.96  -0.543
C  -3.37  1.04  1.45  -0.519
S  -2.20  1.85  0.35  0.849
C  -2.48  3.58  0.77  -0.507
C  -3.47  4.28  -0.14  -0.553
S  -5.18  3.69  -0.07  0.871
H  -5.89  2.63  -2.07  0.065
H  -4.22  2.22  -1.71  0.043
H  -6.51  0.60  -1.33  0.065
H  -6.10  1.09  0.29  0.070
H  -3.00  -1.05  0.97  0.069
H  -4.58  -0.70  1.65  0.084
H  -2.92  0.93  2.44  0.086
H  -4.24  1.70  1.54  0.044
H  -1.50  4.07  0.71  0.058
H  -2.79  3.64  1.81  0.086
H  -3.12  4.26  -1.18  0.075
H  -3.54  5.33  0.15  0.074
C  0.77  3.14  3.51  -0.088
C  1.36  2.47  2.27  -0.523
C  2.88  2.35  2.40  -0.085
C  0.74  1.09  2.01  -0.317
H  1.19  4.14  3.67  0.072
H  0.98  2.55  4.40  0.080
H  -0.31  3.23  3.43  0.060
H  1.16  3.13  1.41  0.096
H  3.33  3.28  2.74  0.079
H  3.35  2.09  1.45  0.039
H  3.14  1.57  3.12  0.084
H  -0.34  1.16  2.18  -0.012
H  1.11  0.41  2.79  0.031
O  2.58  -2.21  0.00  -0.406
Cl  1.93  -2.58  1.27  0.667
O  0.48  -2.38  0.99  -0.417
O  2.20  -3.90  1.66  -0.239
O  2.31  -1.58  2.22  -0.328
C  2.73  0.94  -6.35  -0.093
C  2.12  2.01  -5.72  -0.088
C  2.18  2.14  -4.34  -0.114
C  2.85  1.21  -3.55  -0.319
C  3.47  0.14  -4.21  -0.134
C  3.42  0.01  -5.59  -0.085
Si  2.87  1.26  -1.66  0.670
C  4.68  0.99  -1.18  -0.309
C  5.74  1.42  -1.99  -0.104
C  7.06  1.26  -1.60  -0.089
C  7.36  0.66  -0.38  -0.093
C  6.33  0.23  0.44  -0.080
C  5.01  0.39  0.03  -0.126
C  2.40  3.04  -1.19  -0.313
C  1.07  3.45  -1.37  -0.150
C  0.65  4.73  -1.06  -0.100
C  1.55  5.64  -0.54  -0.088
C  2.87  5.27  -0.35  -0.077
C  3.29  3.99  -0.68  -0.092
H  2.69  0.84  -7.43  0.098
H  1.59  2.76  -6.31  0.102
H  1.70  3.00  -3.88  0.092
H  4.02  -0.59  -3.64  0.103
H  3.92  -0.83  -6.07  0.102
H  5.53  1.89  -2.94  0.103
H  7.86  1.60  -2.25  0.100
H  8.39  0.54  -0.08  0.099
H  6.55  -0.24  1.38  0.103
H  4.23  0.02  0.69  0.071
H  0.35  2.75  -1.77  0.058
H  -0.38  5.01  -1.23  0.094
H  1.22  6.64  -0.29  0.100
H  3.58  5.98  0.05  0.103
H  4.33  3.72  -0.52  0.104

=====

[2]
Here is a cluster of 11 separate species, C44H76N4O14S7 in total at a distorted geometry from the OMol25 dataset. Energies are from ωB97M-V with the def2-TZVPD basis set.

HOMO level in Eh: -0.2959
Frontier orbital gap in eV: 8.4
LUMO level in Ha: 0.0124
F_max in hartree/bohr: 0.11375
Electronic energy in eV: -157324.213
Total charge: 0

Each line ends with the Löwdin charge.
Positions of all 145 atoms, in Å:
C  6.95  -1.28  -0.84  -0.217
C  5.62  -1.99  -1.05  -0.193
C  4.82  -2.13  0.30  -0.209
S  5.38  -0.78  1.33  0.686
O  5.65  -1.21  2.69  -0.334
O  4.53  0.38  1.11  -0.334
C  6.95  -0.45  0.44  -0.200
H  7.05  -0.58  -1.67  0.113
H  7.71  -2.05  -0.96  0.113
H  5.79  -2.93  -1.57  0.115
H  4.89  -1.37  -1.57  0.108
H  5.15  -3.06  0.77  0.105
H  3.73  -2.03  0.34  0.079
H  7.70  -0.89  1.10  0.092
H  7.23  0.61  0.45  0.107
C  3.30  -0.60  5.52  -0.158
C  3.17  0.44  4.35  -0.186
C  2.01  -0.09  3.43  -0.182
S  2.01  -1.96  3.58  0.698
O  2.54  -2.65  2.44  -0.336
O  0.70  -2.34  4.14  -0.342
C  3.32  -1.99  4.77  -0.243
H  2.43  -0.63  6.17  0.106
H  4.17  -0.45  6.16  0.110
H  4.04  0.43  3.70  0.069
H  3.11  1.50  4.62  0.105
H  1.85  0.24  2.40  0.073
H  1.07  0.19  3.90  0.085
H  4.24  -2.33  4.28  0.083
H  3.14  -2.83  5.45  0.101
C  -0.93  -4.95  2.39  -0.252
C  -1.30  -3.49  2.39  -0.252
C  -2.51  -3.37  1.48  -0.193
S  -3.47  -4.92  1.85  0.745
O  -3.71  -5.67  0.56  -0.386
O  -4.55  -4.66  2.74  -0.340
C  -2.10  -5.79  2.85  -0.162
H  -0.02  -5.12  2.97  0.123
H  -0.71  -5.08  1.33  0.093
H  -0.47  -2.96  1.92  0.096
H  -1.43  -3.21  3.43  0.108
H  -2.26  -3.45  0.42  0.064
H  -3.04  -2.43  1.62  0.091
H  -1.95  -6.83  2.54  0.097
H  -2.45  -5.70  3.88  0.099
C  1.63  3.81  2.21  -0.241
C  3.10  4.00  1.89  -0.207
C  3.16  5.53  1.69  -0.218
S  2.17  6.26  3.03  0.735
O  1.37  7.37  2.42  -0.383
O  3.02  6.48  4.19  -0.335
C  1.02  4.79  3.22  -0.168
H  1.24  2.82  2.46  0.100
H  1.17  4.09  1.26  0.091
H  3.47  3.47  1.01  0.115
H  3.82  3.52  2.56  0.108
H  2.56  5.57  0.78  0.058
H  4.09  6.05  1.46  0.116
H  0.04  5.20  2.99  0.094
H  1.06  4.52  4.28  0.095
C  -0.78  -7.55  -1.75  -0.190
C  0.41  -6.93  -0.93  -0.230
C  0.68  -5.57  -1.39  -0.217
S  -0.73  -5.00  -2.46  0.705
O  -0.40  -5.02  -3.85  -0.317
O  -1.30  -3.80  -1.84  -0.362
C  -1.79  -6.46  -2.12  -0.189
H  -1.15  -8.43  -1.22  0.113
H  -0.24  -8.00  -2.58  0.108
H  1.29  -7.57  -0.83  0.121
H  0.08  -6.89  0.11  0.095
H  1.63  -5.44  -1.92  0.110
H  0.76  -4.82  -0.60  0.094
H  -2.43  -6.63  -2.98  0.111
H  -2.33  -6.14  -1.23  0.065
C  -0.30  8.16  -1.40  -0.228
C  -0.79  7.66  -2.69  -0.296
C  -0.46  6.24  -2.91  -0.171
S  1.38  6.15  -2.19  0.802
O  2.38  6.35  -3.31  -0.400
O  1.60  4.91  -1.39  -0.384
C  1.23  7.84  -1.23  -0.136
H  -0.85  7.66  -0.60  0.115
H  -0.46  9.24  -1.37  0.120
H  -0.21  8.26  -3.38  0.123
H  -1.84  7.87  -2.93  0.127
H  -0.52  5.80  -3.90  0.105
H  -0.99  5.48  -2.34  0.077
H  1.86  8.66  -1.58  0.098
H  1.68  7.58  -0.27  0.058
C  0.23  -1.54  -6.44  -0.202
C  -0.74  -0.73  -5.50  -0.210
C  -0.38  -1.10  -4.05  -0.199
S  1.50  -1.22  -3.95  0.719
O  1.98  -2.50  -3.41  -0.367
O  2.08  -0.03  -3.37  -0.343
C  1.62  -1.17  -5.91  -0.175
H  -0.03  -1.26  -7.46  0.109
H  0.06  -2.61  -6.37  0.108
H  -1.80  -0.69  -5.77  0.113
H  -0.52  0.33  -5.62  0.103
H  -0.76  -2.11  -3.88  0.072
H  -0.75  -0.46  -3.25  0.085
H  2.56  -1.63  -6.22  0.094
H  1.69  -0.10  -6.05  0.083
N  -4.09  -2.75  -1.54  0.041
C  -5.43  -2.73  -1.07  -0.126
C  -5.76  -1.50  -0.69  -0.100
C  -4.67  -0.69  -1.12  -0.131
C  -3.63  -1.47  -1.46  -0.171
H  -3.64  -3.57  -1.93  0.118
H  -6.03  -3.62  -1.02  0.111
H  -6.63  -1.10  -0.19  0.101
H  -4.68  0.38  -1.03  0.072
H  -2.63  -1.25  -1.82  0.090
N  -0.50  1.32  0.22  0.012
C  -1.14  0.06  0.11  -0.113
C  -0.17  -0.81  -0.37  -0.110
C  1.07  -0.10  -0.38  -0.113
C  0.82  1.27  -0.25  -0.082
H  -0.97  2.15  0.56  0.120
H  -2.19  -0.12  0.29  0.077
H  -0.25  -1.88  -0.45  0.079
H  1.98  -0.41  -0.87  0.075
H  1.45  2.15  -0.26  0.099
N  -3.86  3.20  -1.67  0.019
C  -4.48  3.85  -2.79  -0.063
C  -4.37  5.20  -2.45  -0.165
C  -3.88  5.42  -1.19  -0.148
C  -3.40  4.19  -0.73  -0.112
H  -3.65  2.22  -1.57  0.103
H  -4.79  3.35  -3.70  0.098
H  -4.83  6.03  -2.97  0.091
H  -3.93  6.32  -0.61  0.099
H  -2.97  3.99  0.24  0.088
N  -4.50  -0.79  3.78  0.039
C  -5.82  -0.49  3.63  -0.128
C  -5.81  0.60  2.87  -0.196
C  -4.61  1.00  2.41  -0.112
C  -3.78  0.07  2.96  -0.146
H  -4.07  -1.39  4.47  0.151
H  -6.72  -0.94  4.02  0.118
H  -6.69  1.13  2.53  0.103
H  -4.41  1.92  1.88  0.097
H  -2.71  0.02  2.85  0.096

=====

The highest HOMO level belongs to which entry?
C38H50ClO4S3SiY